# 1
ORCA calculation (ωB97M-V with the def2-TZVPD basis set) on a molecular structure, C17H33N3OPtSi at a distorted geometry.

```
56
C17H33N3OPtSi (ωB97M-V with the def2-TZVPD basis set)
Pt 0.01399 -0.44470 -0.34665
C 3.40909 -1.77450 -0.34695
C 3.21479 -0.31110 -0.62175
C 4.14109 0.44630 -1.31275
C 3.93919 1.81280 -1.48355
C 2.74929 2.37350 -0.98715
C 1.80799 1.55860 -0.36835
N 2.05599 0.22480 -0.14425
N 0.57359 1.95470 0.01245
Si -0.02281 2.86620 1.26435
C -0.63531 4.65070 0.82915
C 1.25559 3.25220 2.66255
C -1.53751 2.00950 2.06565
H 3.79739 -1.94830 0.66155
H 4.10589 -2.21650 -1.06145
H 2.42229 -2.24760 -0.41545
H 5.04649 -0.01950 -1.69335
H 4.67699 2.42450 -1.99565
H 2.54109 3.43150 -1.09635
H 0.16829 5.25120 0.40845
H -1.00251 5.16860 1.71315
H -1.44321 4.62890 0.10355
H 2.07769 3.82360 2.23925
H 1.67379 2.33260 3.06085
H 0.84749 3.82440 3.49205
H -2.18881 1.65320 1.27495
H -2.12021 2.65480 2.72385
H -1.23241 1.13530 2.63525
C -2.17951 -1.81880 -2.54625
C -2.54991 -0.41420 -1.99935
C -4.08791 -0.23180 -2.17285
C -1.83971 0.64230 -2.88315
O -2.20861 -0.27260 -0.69745
H -2.29391 -1.88280 -3.63045
H -2.80241 -2.57530 -2.07115
H -1.14511 -2.00490 -2.25065
H -4.37531 -0.32600 -3.22235
H -4.38411 0.75000 -1.80835
H -4.61241 -0.98740 -1.59005
H -2.08981 0.52530 -3.93975
H -0.76311 0.52760 -2.73475
H -2.12471 1.63790 -2.54885
C 0.08399 -4.37890 1.14075
C -0.09631 -2.84120 1.07605
C 0.79589 -2.21120 2.17865
C -1.57211 -2.52810 1.42855
N 0.25899 -2.37990 -0.21865
H -0.23691 -4.76330 2.11135
H 1.12709 -4.63700 0.98015
H -0.50651 -4.84890 0.35855
H 0.44719 -2.48650 3.17515
H 0.77379 -1.12630 2.05855
H 1.82239 -2.54520 2.05505
H -1.82511 -2.86390 2.43855
H -2.22411 -3.02010 0.71135
H -1.72671 -1.45460 1.32775
```

Summary:
Spin multiplicity: 1
Strongest force on any atom (eV/Å): 2.1
Calculated total energy (a.u.): -1315.805379
Relative energy (zero: lowest compared OMol25 entry of this formula, charge and spin) (kJ/mol): 69.37
Highest occupied orbital energy (eV): 1.5
Charge: -2

***

# 2
ORCA calculation (ωB97M-V with the def2-TZVPD basis set) on C5H9NO in the gas phase.

```
16
C5H9NO (ωB97M-V with the def2-TZVPD basis set)
O -1.30592 1.27032 2.19392
C -0.32227 1.00597 1.23153
C 0.40964 -0.36810 1.27392
C 0.19669 -0.41660 -0.21028
C 0.99885 -0.73559 -2.31583
N 0.56461 -1.27444 -1.15843
C -0.75084 0.75640 -0.23808
H -1.93600 0.53822 2.17694
H 0.38510 1.83758 1.28835
H -0.12565 -1.12744 1.86444
H 1.44982 -0.32811 1.62438
H 1.57014 0.17468 -2.22560
H 0.73060 -1.14796 -3.27725
H 0.55596 -2.28882 -1.00398
H -0.64263 1.58924 -0.93854
H -1.79909 0.40359 -0.28634
```

Summary:
Spin multiplicity: 1
Strongest force on any atom (eV/Å): 0.7
Calculated total energy (a.u.): -325.768431
Relative energy (zero: lowest compared OMol25 entry of this formula, charge and spin) (kJ/mol): 444.03
Highest occupied orbital energy (alpha / beta) (eV): -7.0 / -6.8

***

# 3
ORCA calculation (ωB97M-V with the def2-TZVPD basis set) on 2 unconnected molecules or ions with the total composition C3H6N2 at a distorted geometry.

```
11
C3H6N2 (ωB97M-V with the def2-TZVPD basis set)
C 1.44780 -0.42077 -0.37817
N 0.29067 0.16995 0.25763
C -0.11680 1.33371 -0.02077
C -3.13003 -1.04352 0.29225
N -2.04022 -1.06256 0.73615
H 1.07368 -1.22296 -1.02546
H 2.06995 -0.89094 0.38856
H 2.04841 0.27517 -0.98041
H -1.03955 -0.80099 0.84286
H -1.06607 1.66010 0.41216
H 0.40612 2.02935 -0.68764
```

Summary:
Spin multiplicity: 1
Strongest force on any atom (eV/Å): 1.5
Calculated total energy (a.u.): -227.345553
Relative energy (zero: lowest compared OMol25 entry of this formula, charge and spin) (kJ/mol): 208.15
Highest occupied orbital energy (eV): -10.6

***

> Among the records above, which one has the highest relative energy (zero: lowest compared OMol25 entry of this formula, charge and spin)?

C5H9NO

***

> What is the strongest force on any atom in the first record?

2.1 eV/Å